# 1
ORCA calculation (ωB97M-V/def2-TZVPD) on a structure of composition C27H15F8MoNO2S5 at a distorted geometry.

- Kohn-Sham gap (spin up / spin down): 6.043 / 6.757 eV
- Relative energy (zero: lowest compared OMol25 entry of this formula, charge and spin): 9.35 kcal/mol

Structure (ORCA input):
```
! RIJCOSX wB97M-V def2-TZVPD def2/J DEFGRID3
* xyz 0 3
C 1.91771 0.51793 -2.01688
F 2.49882 2.28976 0.29808
C 4.11986 0.60684 -0.13516
H -0.43080 -3.91453 -3.79676
C -0.57613 -2.19323 -2.55156
C -1.94013 -2.58057 -2.07562
H 2.80093 -1.12074 -3.91638
C 5.73070 0.19331 1.64724
S -1.91275 0.28676 1.70890
S 0.84434 -0.99045 0.71168
H -2.68899 -2.04242 -2.65871
C -4.20377 -0.42886 -1.20640
H 0.43483 1.21195 5.88103
C 1.79820 -0.34637 3.20307
C -0.48305 0.27141 2.76050
F 6.79548 -0.47175 2.09244
Mo -1.02623 0.09435 -0.44403
O 0.22592 3.50152 -2.09761
H -7.58009 -0.57518 -0.91814
C -1.20018 4.20054 -0.31391
F 5.55895 1.35979 3.68567
C 3.53301 1.55030 0.69581
C 5.10492 1.12357 2.45825
F -2.11496 3.65101 0.48403
C -0.42799 3.15291 -1.15243
C 0.51326 0.78147 4.89184
S -2.22237 -2.12105 -0.33343
C -0.57789 0.81167 4.03954
F -1.81362 5.07103 -1.11856
F -0.33370 4.87971 0.45262
C -3.91105 -1.58845 -0.48465
F 3.40238 2.71358 2.72936
H 1.77256 -3.21788 -4.74360
F 5.86078 -0.96385 -0.36975
H -1.51090 1.25925 4.35810
O -0.53847 1.94193 -0.69918
H 1.83920 1.36979 -2.69225
N -0.01980 -1.04711 -2.09760
C 0.71134 -0.30601 2.33177
C -4.90449 -2.35921 0.10446
S 3.67212 0.07341 -1.76193
H -4.62923 -3.23541 0.67737
C -6.23180 -1.99287 -0.04128
C 5.23905 -0.04658 0.38084
H -5.79980 0.79442 -1.92957
C 4.00764 1.80420 1.97304
H 2.71899 -0.80986 2.86865
H -2.08783 -3.65167 -2.19688
C 1.20255 -0.69055 -2.56891
H -7.01109 -2.58068 0.42353
S -2.95567 0.61151 -1.89224
C -5.54918 -0.09533 -1.36709
H 1.50879 0.80421 -1.06473
C 1.70233 0.19605 4.47379
C 1.83791 -1.44414 -3.54629
C -6.54533 -0.86562 -0.79065
H 2.55711 0.16578 5.13729
C 0.04996 -2.99951 -3.48152
C 1.26761 -2.61006 -4.00518
*
```

=====

# 2
ORCA calculation (ωB97M-V/def2-TZVPD) on a structure of composition C27H17Cl5F10N5O6Y.

- Kohn-Sham gap: 6.263 eV
- Relative energy (zero: lowest compared OMol25 entry of this formula, charge and spin): 4.46 kcal/mol

Structure (ORCA input):
```
! RIJCOSX wB97M-V def2-TZVPD def2/J DEFGRID3
* xyz -2 1
H -1.16054 -3.70015 -1.39038
C 0.48730 -2.54962 -2.14251
H 3.01967 -3.21260 -1.54284
C 0.48521 1.52962 4.24088
C -4.71090 -0.64229 -0.03978
C -4.78761 -2.32348 -1.69627
C -5.46508 -1.44115 -0.88645
H 3.25829 -1.86744 -0.39815
C -0.59145 -0.10743 3.20603
H 2.82815 -1.61120 -3.26482
N -0.20072 0.72685 2.26723
O 0.41965 4.32940 0.80424
H -0.31005 -0.16328 5.27916
C -1.35296 -1.37281 3.02659
H 1.12624 -0.44635 -4.32333
H 0.93310 2.06925 5.05500
H 2.13796 0.83424 -3.69238
H 3.04304 -0.38218 -2.00842
F -2.66020 0.06725 0.80187
F -5.48350 -3.07825 -2.57027
F -0.71687 3.84565 -6.04448
C -2.64498 2.59172 -3.28372
C -3.34676 -0.77211 -0.00125
N 1.54711 -1.70594 -1.58510
C 0.45647 1.75991 2.90533
N 0.30935 0.51900 -2.63650
H 0.03864 -3.28723 -0.18742
C 1.45195 0.03851 -3.38751
N -1.25298 -1.71552 -0.60019
F -3.17371 4.24187 -4.92065
O -0.90905 2.44612 0.19185
O 2.29177 0.68765 0.13617
C -0.44956 1.44108 -3.28019
C 4.03195 0.73632 1.75326
O 1.15647 -1.38330 1.30530
Cl 6.02352 0.94554 3.61073
H -0.02315 -1.99088 -2.92723
N -0.19652 0.34166 4.41956
H 0.92295 -3.46218 -2.58784
F -2.13055 0.97144 -1.70201
C 3.95598 -0.81117 3.59195
C -0.17511 2.22107 -4.42603
C 2.22644 -0.91027 1.85071
Cl 2.01149 -2.72978 3.82244
F -2.86551 -3.24131 -2.60668
H -2.41364 -1.22160 3.24213
C -2.59080 -1.69465 -0.76920
Y 0.17853 0.21199 -0.20237
F -3.84721 2.74491 -2.71065
C 2.79352 -1.37375 3.04032
C 2.29159 -0.93492 -2.57389
C 4.57825 0.23682 2.95019
Cl -0.08385 3.58100 -0.31816
C -1.74439 1.69144 -2.77613
C -3.40702 -2.43699 -1.65526
H 2.03604 -3.07586 -0.05282
F 1.01979 2.16147 -5.06797
C -1.07554 3.12994 -4.95973
O 0.98943 2.95553 -1.05547
H -0.95483 -2.14589 3.68426
C 2.51221 -2.51807 -0.85122
Cl 4.59981 -1.44530 5.08101
H -1.24616 -1.71912 2.00168
C -2.31699 3.33543 -4.40378
F -6.81273 -1.35067 -0.91100
H 0.87272 2.58757 2.35554
C -0.51481 -2.89474 -1.04786
C 2.86675 0.21313 1.20991
O -0.89419 4.42079 -1.15087
Cl 4.77043 2.07494 0.93020
F -5.32603 0.24952 0.75248
*
```

=====

# 3
ORCA calculation (ωB97M-V/def2-TZVPD) on a structure of composition C27H19ClF3N5NdO2SSe at a distorted geometry.

- Kohn-Sham gap (spin up / spin down): 6.610 / 6.619 eV
- Relative energy (zero: lowest compared OMol25 entry of this formula, charge and spin): 8.51 kcal/mol

Structure (ORCA input):
```
! RIJCOSX wB97M-V def2-TZVPD def2/J DEFGRID3
* xyz 1 4
H 5.72955 7.15355 10.96145
C 11.84328 7.44762 12.16968
C 12.83537 10.42933 15.02121
Nd 9.68367 9.76367 11.42095
C 6.13414 11.56211 14.55424
C 7.73944 10.22183 15.98197
H 12.94330 11.18755 15.79264
C 11.02699 5.42980 10.45772
C 7.14131 8.81517 11.19234
F 10.66196 7.95962 7.27937
C 10.38633 6.65041 10.50225
N 9.13910 11.15753 9.50734
C 8.29408 12.64157 13.12530
H 8.53724 9.50996 15.70816
H 7.99076 10.80088 16.88369
H 4.88496 12.80257 13.29277
Se 15.34497 4.93260 14.62658
C 5.90449 12.51427 13.56523
C 12.25722 8.48912 13.06837
H 6.81068 9.67547 16.13797
F 11.59444 9.57937 6.19164
H 7.22800 11.86281 9.88737
S 11.59238 10.21602 9.37611
C 13.49757 9.18664 15.08498
H 11.54693 11.65179 13.81842
C 12.03052 5.12890 11.37609
C 11.98678 10.66681 13.95419
H 14.20559 8.96481 15.88867
O 8.00458 8.35038 10.36258
N 14.13556 4.79300 13.31564
H 6.36620 11.16294 7.58693
C 12.40949 6.15652 12.23789
C 10.06838 10.53052 8.70913
H 9.15940 13.01424 12.61208
C 8.31665 10.43772 7.04559
C 5.68253 8.21080 11.26610
C 7.44981 11.21174 14.87174
C 13.47990 5.92994 13.19117
H 5.25460 8.32638 12.26812
H 10.82284 4.70884 9.62980
C 7.88204 11.39532 9.15181
C 7.41473 11.05883 7.89276
C 8.53117 11.80516 14.19736
C 10.38173 9.14234 6.62160
N 14.93133 6.69541 14.91341
H 5.30884 11.12516 15.12452
C 13.96217 7.00596 14.08089
N 11.66149 9.73362 13.00447
C 9.61507 10.06160 7.45361
C 6.97004 13.00979 12.83882
O 7.41302 9.72872 12.04811
F 9.67171 8.76980 5.51716
H 9.51822 11.62441 14.58400
H 6.78657 13.79009 12.10440
N 10.76483 7.64343 11.35328
H 9.53765 6.87122 9.82561
H 12.47308 4.12746 11.43931
C 13.27240 8.26368 14.05918
H 8.03600 10.08761 6.04754
Cl 4.53503 9.00427 10.19373
*
```

=====

# 4
ORCA calculation (ωB97M-V/def2-TZVPD) on a structure of composition C27H19CuFN6O2 at a distorted geometry.

- Kohn-Sham gap (spin up / spin down): 6.852 / 6.884 eV

Structure (ORCA input):
```
! RIJCOSX wB97M-V def2-TZVPD def2/J DEFGRID3
* xyz 0 2
H 15.59672 13.66343 7.60635
C 7.95015 13.82714 5.60324
C 13.18548 15.03187 10.89148
H 8.46342 11.83901 8.20342
H 7.08572 14.39223 5.21572
F 9.78060 10.89465 9.73845
N 12.94880 11.60040 7.66862
C 10.58087 7.48052 6.49284
C 6.71280 8.51643 6.15040
C 13.78246 14.42136 9.76942
N 7.19572 7.74782 7.07198
C 16.35454 12.55896 5.45919
H 13.44848 8.46581 4.93548
C 10.22541 13.13817 5.72660
C 15.24574 12.08641 6.32695
H 11.53116 14.82916 12.21678
H 14.82534 10.39449 5.11528
N 9.94117 12.44052 6.87235
C 14.42375 11.01358 5.93106
C 5.81233 11.71391 7.65575
H 10.43684 12.87134 11.02253
C 13.73924 12.55455 8.09148
C 8.67329 12.39000 7.28871
H 13.72511 15.73606 11.64312
C 7.63961 13.05100 6.68232
H 5.53245 13.65412 7.13702
C 11.98140 14.44782 11.35980
H 4.71701 11.70943 7.96147
H 9.46580 8.64995 7.99203
N 11.32589 9.55841 7.32984
C 9.23062 13.84640 5.08162
H 11.25546 13.02183 5.38987
C 6.99799 9.66974 8.53897
C 7.37976 8.36351 8.27080
H 11.82307 6.66442 4.92170
H 9.32476 14.42460 4.14518
C 12.37675 9.63015 6.48000
H 6.69243 8.13792 5.13989
C 6.24612 12.82554 7.15786
H 7.89333 7.72178 9.04060
C 11.69402 7.54401 5.57271
C 13.25906 10.81785 6.67008
O 16.78535 13.73012 5.74341
C 11.38551 13.34453 10.72916
C 10.35362 8.60197 7.31356
H 14.70766 14.75336 9.35117
O 16.62107 11.82035 4.50093
C 12.57876 8.63157 5.55801
H 9.86082 6.68433 6.40148
C 6.42853 10.31246 7.47837
C 14.92688 12.77413 7.43323
N 11.98094 12.83192 9.64759
N 6.36688 9.81080 6.27022
C 13.15530 13.32374 9.17828
Cu 11.20608 11.26146 8.55170
H 7.14360 10.17870 9.50509
*
```